(1)
Formula: C44H54BF4LaN12O
Source: the Open Molecules 2025 dataset
Level of theory: wB97M-V/def2-TZVPD

```
117
C44H54BF4LaN12O, DFT wB97M-V/def2-TZVPD
La 13.62 10.96 13.31
C 18.11 11.68 13.38
C 16.76 11.15 13.98
C 16.82 9.77 14.66
C 16.17 12.20 14.82
C 16.72 13.17 15.70
C 15.66 13.95 16.11
C 15.70 15.10 17.19
C 15.18 16.45 16.76
C 15.18 14.54 18.49
N 14.51 13.46 15.63
N 14.84 12.30 14.82
B 13.04 14.17 15.34
N 11.82 13.13 15.67
N 11.48 12.20 14.58
C 10.19 11.98 14.68
C 9.59 12.82 15.67
C 10.69 13.34 16.36
C 10.62 13.93 17.77
C 10.86 15.49 17.78
C 11.51 13.05 18.69
C 9.46 10.96 13.79
C 8.07 10.66 14.32
C 9.45 11.46 12.32
N 13.02 14.56 13.87
N 13.28 13.59 12.89
C 13.24 14.25 11.74
C 12.84 15.58 11.90
C 12.74 15.76 13.30
C 12.34 16.93 14.06
C 12.82 18.17 13.35
C 10.77 16.84 14.18
C 13.36 13.58 10.40
C 12.04 13.23 9.83
C 14.09 14.34 9.30
H 18.39 10.95 12.62
H 18.02 12.65 12.90
H 18.87 11.60 14.14
H 16.10 11.00 13.11
H 17.59 9.77 15.50
H 15.90 9.46 15.10
H 17.09 9.05 13.86
H 17.73 13.35 15.85
H 16.80 15.22 17.25
H 14.12 16.60 16.55
H 15.50 17.22 17.45
H 15.68 16.73 15.84
H 14.15 14.29 18.47
H 15.72 13.62 18.76
H 15.34 15.34 19.30
H 12.92 15.04 16.17
H 8.60 12.76 16.01
H 9.60 13.80 18.05
H 11.90 15.74 17.61
H 10.30 16.00 17.02
H 10.51 15.92 18.71
H 12.60 13.07 18.43
H 11.35 13.31 19.76
H 11.12 12.05 18.63
H 10.10 10.08 13.80
H 7.47 11.59 14.57
H 7.57 10.00 13.61
H 8.16 10.08 15.26
H 9.12 12.48 12.24
H 10.49 11.44 11.92
H 8.80 10.78 11.72
H 12.47 16.28 11.19
H 12.80 16.90 15.11
H 12.46 18.36 12.35
H 12.53 19.08 13.93
H 13.96 18.19 13.24
H 10.38 16.75 13.18
H 10.48 15.89 14.72
H 10.31 17.70 14.61
H 13.94 12.66 10.65
H 11.53 14.22 9.68
H 12.09 12.71 8.87
H 11.40 12.72 10.54
H 13.50 15.24 8.95
H 15.12 14.65 9.56
H 14.14 13.65 8.45
N 13.05 9.39 15.04
C 13.08 8.75 16.07
N 13.32 7.92 17.05
C 13.28 6.43 16.93
C 12.51 5.88 18.16
O 13.26 6.22 19.34
C 13.13 7.57 19.56
C 13.75 8.42 18.40
H 14.31 6.05 16.78
H 12.69 6.20 16.07
H 12.38 4.77 18.08
H 11.50 6.30 18.03
H 13.69 7.78 20.51
H 12.06 7.94 19.67
H 14.83 8.23 18.34
H 13.54 9.50 18.46
F 12.17 7.19 8.00
C 11.40 7.72 8.96
C 10.07 7.37 9.05
F 9.46 6.44 8.28
C 9.31 7.99 10.04
C 10.01 8.45 11.18
C 11.35 8.77 11.14
F 12.12 9.27 12.31
C 12.03 8.65 9.88
C 13.33 9.27 9.51
C 14.17 9.72 10.43
N 14.84 10.13 11.35
C 13.59 9.74 8.22
N 13.77 10.10 7.12
F 9.32 8.23 12.37
C 7.85 8.05 9.99
C 7.13 9.10 10.54
N 6.48 9.97 10.99
C 7.11 7.02 9.38
N 6.44 6.10 9.02
```

The value obtained for the energy above the lowest of the compared OMol25 structures with the same formula, charge and spin is 584.08 kJ/mol. As for the spin multiplicity: 1. The value obtained for the electronic energy is -2896.60642 Ha. The net charge is +2.

***

(2)
Formula: C44H55AsN2NiP2S2Si2Te
Source: the Open Molecules 2025 dataset
Level of theory: wB97M-V/def2-TZVPD

```
110
C44H55AsN2NiP2S2Si2Te, DFT wB97M-V/def2-TZVPD
Ni -1.14 0.34 -0.30
C -3.20 -1.04 3.22
Si -2.33 0.62 3.01
C -1.83 1.11 4.79
C -3.61 1.90 2.50
N -1.03 0.46 1.92
P 0.38 1.17 1.65
C 0.93 1.01 0.10
P 1.45 -0.13 -0.97
N 0.28 -1.06 -1.55
Si 0.02 -1.69 -3.12
C 1.59 -1.89 -4.18
C -1.16 -0.63 -4.14
C -0.65 -3.44 -3.10
C 2.86 -1.23 -0.47
C 3.01 -1.61 0.86
C 3.98 -2.52 1.24
C 4.83 -3.08 0.30
C 4.70 -2.71 -1.03
C 3.72 -1.80 -1.41
C 2.19 0.90 -2.32
C 1.29 1.58 -3.13
C 1.73 2.47 -4.09
C 3.08 2.72 -4.26
C 3.99 2.07 -3.44
C 3.55 1.17 -2.47
C 1.58 0.65 2.96
C 1.29 -0.39 3.84
C 2.24 -0.83 4.75
C 3.49 -0.25 4.79
C 3.79 0.80 3.91
C 2.84 1.24 3.01
C 0.38 2.98 2.01
C 0.62 3.87 0.97
C 0.68 5.23 1.21
C 0.49 5.72 2.49
C 0.24 4.84 3.54
C 0.19 3.48 3.29
H -4.21 -0.87 3.61
H -2.67 -1.67 3.94
H -3.29 -1.57 2.28
H -2.45 0.54 5.49
H -2.02 2.17 4.97
H -0.79 0.91 5.04
H -4.32 2.03 3.32
H -4.14 1.59 1.60
H -3.14 2.86 2.28
H 2.14 -0.96 -4.34
H 1.27 -2.26 -5.16
H 2.26 -2.63 -3.75
H -0.63 -0.11 -4.94
H -1.65 0.12 -3.53
H -1.94 -1.24 -4.59
H 0.08 -4.14 -2.70
H -0.88 -3.73 -4.13
H -1.56 -3.52 -2.52
H 2.35 -1.20 1.61
H 4.06 -2.80 2.29
H 5.59 -3.79 0.59
H 5.35 -3.13 -1.79
H 3.62 -1.54 -2.45
H 0.22 1.43 -2.99
H 1.00 2.99 -4.71
H 3.43 3.42 -5.01
H 5.06 2.26 -3.54
H 4.27 0.70 -1.82
H 0.32 -0.86 3.78
H 2.00 -1.65 5.42
H 4.24 -0.59 5.49
H 4.77 1.26 3.93
H 3.08 2.04 2.31
H 0.78 3.46 -0.02
H 0.85 5.92 0.38
H 0.52 6.79 2.68
H 0.09 5.22 4.54
H 0.02 2.80 4.12
S -3.11 -1.07 -0.34
C -3.84 -1.65 -1.83
C -4.07 -3.02 -1.99
C -4.70 -3.52 -3.11
C -5.13 -2.67 -4.12
C -4.93 -1.30 -3.97
C -4.30 -0.80 -2.84
H -3.72 -3.69 -1.21
H -4.84 -4.59 -3.21
H -5.62 -3.06 -5.00
H -5.26 -0.61 -4.74
H -4.16 0.27 -2.73
C -1.27 -5.45 1.69
As -0.70 -3.97 0.50
C -0.12 -2.79 1.94
C 1.08 -4.73 0.10
H -0.51 -5.70 2.42
H -1.49 -6.34 1.09
H -2.18 -5.15 2.21
H 0.67 -3.24 2.53
H -0.98 -2.55 2.57
H 0.22 -1.85 1.50
H 1.57 -5.09 1.01
H 1.70 -3.95 -0.35
H 0.98 -5.55 -0.61
Te -2.60 2.29 -1.24
C -2.04 4.32 -0.98
C -1.25 5.12 -1.77
C -1.23 6.48 -1.36
C -2.01 6.71 -0.26
S -2.76 5.26 0.26
H -0.70 4.73 -2.61
H -0.66 7.25 -1.85
H -2.16 7.64 0.26
```

The value obtained for the energy above the lowest of the compared OMol25 structures with the same formula, charge and spin is 6.06 kJ/mol. As for the spin multiplicity: 3. The value obtained for the electronic energy is -7889.51841 Ha. The net charge is -2.

***

(3)
Formula: C44H55BGe2N13O3RbS
Source: the Open Molecules 2025 dataset
Level of theory: wB97M-V/def2-TZVPD

```
120
C44H55BGe2N13O3RbS, DFT wB97M-V/def2-TZVPD
Rb -1.21 -0.82 -0.03
C -3.23 1.07 -3.18
C -3.54 1.56 -1.80
C -3.73 2.89 -1.37
C -3.98 2.78 -0.02
N -3.94 1.47 0.30
N -3.66 0.72 -0.78
B -4.07 0.89 1.72
N -2.77 1.24 2.49
C -2.58 1.38 3.82
C -1.25 1.68 4.02
C -0.68 1.67 2.73
C 0.75 1.86 2.34
N -1.61 1.40 1.82
N -4.26 -0.64 1.63
C -5.44 -1.26 1.41
C -5.19 -2.61 1.29
C -3.79 -2.72 1.46
C -2.95 -3.96 1.41
N -3.26 -1.53 1.66
N -5.34 1.49 2.37
C -6.41 2.00 1.72
C -7.38 2.27 2.65
C -6.81 1.88 3.88
C -7.41 1.93 5.25
N -5.58 1.41 3.69
H -3.98 1.42 -3.89
H -2.26 1.44 -3.52
H -3.20 -0.02 -3.19
H -3.70 3.78 -1.97
H -4.18 3.54 0.72
H -3.40 1.28 4.51
H -0.75 1.87 4.96
H 1.23 2.62 2.95
H 1.30 0.93 2.43
H 0.79 2.18 1.29
H -6.37 -0.72 1.37
H -5.90 -3.40 1.13
H -3.30 -4.69 2.15
H -3.01 -4.43 0.43
H -1.91 -3.72 1.62
H -6.42 2.11 0.65
H -8.35 2.70 2.49
H -8.16 2.71 5.31
H -7.89 0.98 5.49
H -6.64 2.12 5.99
N 3.13 -6.21 -5.49
C 2.62 -5.22 -4.68
C 2.53 -5.42 -3.29
C 1.98 -4.45 -2.49
C 1.49 -3.28 -3.05
C 1.56 -3.07 -4.42
C 2.12 -4.04 -5.23
S 0.81 -2.05 -1.99
O 0.72 -2.56 -0.65
O -0.44 -1.57 -2.54
N 1.84 -0.77 -2.02
C 2.89 -0.85 -1.10
N 3.24 0.30 -0.52
C 4.19 0.24 0.41
C 4.80 -0.94 0.77
C 4.38 -2.07 0.08
N 3.44 -2.03 -0.85
H 3.66 -6.94 -5.05
H 3.44 -5.95 -6.41
H 2.91 -6.34 -2.86
H 1.92 -4.58 -1.41
H 1.17 -2.15 -4.84
H 2.17 -3.88 -6.30
H 4.46 1.18 0.87
H 5.56 -0.99 1.54
H 4.83 -3.04 0.26
C 2.09 4.43 -3.44
Ge 1.52 3.14 -2.04
C -0.41 3.33 -1.72
C 2.61 3.52 -0.44
Ge 1.90 0.90 -3.07
C 3.80 0.75 -3.64
C 4.22 -0.35 -4.39
C 5.57 -0.56 -4.65
C 6.51 0.33 -4.16
C 6.11 1.44 -3.43
C 4.76 1.64 -3.18
C 0.84 0.81 -4.75
C 1.27 1.76 -5.68
C 0.58 1.96 -6.87
C -0.55 1.21 -7.15
C -0.99 0.26 -6.23
C -0.30 0.07 -5.04
H 2.33 5.39 -2.97
H 1.30 4.60 -4.17
H 2.98 4.08 -3.97
H -0.67 4.36 -1.45
H -0.74 2.68 -0.91
H -0.96 3.07 -2.62
H 2.17 4.35 0.12
H 3.63 3.79 -0.73
H 2.65 2.64 0.20
H 3.49 -1.06 -4.76
H 5.88 -1.41 -5.24
H 7.57 0.16 -4.34
H 6.84 2.14 -3.05
H 4.44 2.50 -2.60
H 2.16 2.35 -5.47
H 0.92 2.71 -7.57
H -1.09 1.35 -8.07
H -1.88 -0.32 -6.44
H -0.67 -0.65 -4.33
C -0.19 -4.14 4.32
N 0.01 -2.85 3.70
C -0.95 -1.81 4.03
C 1.01 -2.61 2.82
O 1.23 -1.56 2.24
H -0.12 -4.05 5.40
H 0.55 -4.85 3.97
H -1.19 -4.52 4.07
H -0.90 -1.59 5.10
H -1.96 -2.13 3.78
H -0.72 -0.92 3.47
H 1.64 -3.50 2.65
```

As for the spin multiplicity: 1. The value obtained for the electronic energy is -7248.38234 Ha.

***

(4)
Formula: C44H55Br2N2O3S2ScSi
Source: the Open Molecules 2025 dataset
Level of theory: wB97M-V/def2-TZVPD

```
110
C44H55Br2N2O3S2ScSi, DFT wB97M-V/def2-TZVPD
Sc 0.13 0.56 -1.33
Br -2.17 -0.63 -8.30
C -1.84 -0.50 -6.45
C -2.11 -1.58 -5.62
C -1.89 -1.50 -4.26
C -1.38 -0.32 -3.70
O -1.25 -0.22 -2.38
C -1.07 0.76 -4.54
C -0.57 2.00 -4.03
N -0.12 2.21 -2.84
C 0.29 3.52 -2.46
C 0.54 4.55 -3.31
C 0.94 5.82 -2.84
C 1.11 6.04 -1.51
C 0.90 4.98 -0.59
C 1.11 5.14 0.80
C 0.91 4.08 1.63
C 0.48 2.86 1.07
N 0.25 2.67 -0.21
C 0.47 3.72 -1.06
C -1.33 0.66 -5.92
H -2.52 -2.49 -6.05
H -2.10 -2.33 -3.61
H -0.61 2.83 -4.74
H 0.46 4.42 -4.38
H 1.10 6.62 -3.55
H 1.41 7.01 -1.13
H 1.44 6.09 1.18
H 1.06 4.15 2.70
H 0.33 2.00 1.71
H -1.12 1.51 -6.57
O 2.18 1.10 -1.29
S 3.22 1.84 -0.45
C 4.15 0.49 0.36
C 3.23 -0.65 0.80
C 3.63 -2.02 0.24
C 3.64 -2.11 -1.29
S 2.04 -2.34 -2.11
O 1.11 -1.30 -1.52
C 1.55 -3.87 -1.35
C 2.16 -5.04 -1.80
C 1.79 -6.24 -1.23
C 0.82 -6.27 -0.23
C 0.21 -5.09 0.19
C 0.57 -3.88 -0.37
C 4.47 2.33 -1.61
C 4.42 1.87 -2.92
C 5.42 2.28 -3.80
C 6.43 3.13 -3.36
C 6.45 3.59 -2.05
C 5.45 3.20 -1.17
H 4.66 0.96 1.20
H 4.91 0.16 -0.36
H 2.21 -0.46 0.49
H 3.21 -0.71 1.89
H 2.96 -2.77 0.64
H 4.64 -2.27 0.59
H 4.23 -2.97 -1.62
H 4.06 -1.22 -1.77
H 2.90 -5.01 -2.59
H 2.25 -7.16 -1.56
H 0.53 -7.21 0.21
H -0.55 -5.12 0.96
H 0.10 -2.95 -0.07
H 3.62 1.22 -3.25
H 5.41 1.93 -4.82
H 7.21 3.44 -4.05
H 7.23 4.26 -1.72
H 5.45 3.56 -0.14
C -5.29 -1.81 2.56
C -4.01 -1.66 1.71
C -3.51 -3.06 1.32
C -4.34 -0.92 0.40
Si -2.74 -0.75 2.77
Br -0.89 -0.30 0.88
C -1.59 -1.75 3.89
C -2.49 -2.46 4.93
C -0.58 -0.85 4.62
C -0.76 -2.81 3.15
C -3.19 1.00 3.34
C -1.98 1.95 3.38
C -3.79 0.87 4.75
C -4.22 1.67 2.42
H -6.03 -2.36 1.97
H -5.73 -0.85 2.82
H -5.12 -2.37 3.48
H -4.27 -3.53 0.69
H -3.36 -3.71 2.18
H -2.59 -3.01 0.74
H -5.01 -1.56 -0.19
H -3.45 -0.73 -0.20
H -4.85 0.02 0.57
H -3.11 -1.77 5.50
H -1.85 -3.00 5.63
H -3.15 -3.20 4.46
H -1.06 -0.16 5.31
H 0.03 -0.28 3.91
H 0.09 -1.49 5.21
H -1.36 -3.48 2.54
H -0.24 -3.42 3.90
H -0.01 -2.35 2.51
H -1.16 1.59 3.99
H -2.31 2.91 3.80
H -1.62 2.14 2.37
H -3.06 0.51 5.48
H -4.66 0.21 4.78
H -4.11 1.86 5.08
H -3.86 1.76 1.40
H -4.41 2.68 2.80
H -5.18 1.15 2.41
```

The value obtained for the energy above the lowest of the compared OMol25 structures with the same formula, charge and spin is 114.92 kJ/mol. As for the spin multiplicity: 1. The value obtained for the electronic energy is -9039.26486 Ha. The net charge is +2.

***

Among the records above, which one has the highest spin multiplicity?
C44H55AsN2NiP2S2Si2Te

***

Copy entry 3 word for word.
Formula: C44H55BGe2N13O3RbS
Source: the Open Molecules 2025 dataset
Level of theory: wB97M-V/def2-TZVPD

```
120
C44H55BGe2N13O3RbS, DFT wB97M-V/def2-TZVPD
Rb -1.21 -0.82 -0.03
C -3.23 1.07 -3.18
C -3.54 1.56 -1.80
C -3.73 2.89 -1.37
C -3.98 2.78 -0.02
N -3.94 1.47 0.30
N -3.66 0.72 -0.78
B -4.07 0.89 1.72
N -2.77 1.24 2.49
C -2.58 1.38 3.82
C -1.25 1.68 4.02
C -0.68 1.67 2.73
C 0.75 1.86 2.34
N -1.61 1.40 1.82
N -4.26 -0.64 1.63
C -5.44 -1.26 1.41
C -5.19 -2.61 1.29
C -3.79 -2.72 1.46
C -2.95 -3.96 1.41
N -3.26 -1.53 1.66
N -5.34 1.49 2.37
C -6.41 2.00 1.72
C -7.38 2.27 2.65
C -6.81 1.88 3.88
C -7.41 1.93 5.25
N -5.58 1.41 3.69
H -3.98 1.42 -3.89
H -2.26 1.44 -3.52
H -3.20 -0.02 -3.19
H -3.70 3.78 -1.97
H -4.18 3.54 0.72
H -3.40 1.28 4.51
H -0.75 1.87 4.96
H 1.23 2.62 2.95
H 1.30 0.93 2.43
H 0.79 2.18 1.29
H -6.37 -0.72 1.37
H -5.90 -3.40 1.13
H -3.30 -4.69 2.15
H -3.01 -4.43 0.43
H -1.91 -3.72 1.62
H -6.42 2.11 0.65
H -8.35 2.70 2.49
H -8.16 2.71 5.31
H -7.89 0.98 5.49
H -6.64 2.12 5.99
N 3.13 -6.21 -5.49
C 2.62 -5.22 -4.68
C 2.53 -5.42 -3.29
C 1.98 -4.45 -2.49
C 1.49 -3.28 -3.05
C 1.56 -3.07 -4.42
C 2.12 -4.04 -5.23
S 0.81 -2.05 -1.99
O 0.72 -2.56 -0.65
O -0.44 -1.57 -2.54
N 1.84 -0.77 -2.02
C 2.89 -0.85 -1.10
N 3.24 0.30 -0.52
C 4.19 0.24 0.41
C 4.80 -0.94 0.77
C 4.38 -2.07 0.08
N 3.44 -2.03 -0.85
H 3.66 -6.94 -5.05
H 3.44 -5.95 -6.41
H 2.91 -6.34 -2.86
H 1.92 -4.58 -1.41
H 1.17 -2.15 -4.84
H 2.17 -3.88 -6.30
H 4.46 1.18 0.87
H 5.56 -0.99 1.54
H 4.83 -3.04 0.26
C 2.09 4.43 -3.44
Ge 1.52 3.14 -2.04
C -0.41 3.33 -1.72
C 2.61 3.52 -0.44
Ge 1.90 0.90 -3.07
C 3.80 0.75 -3.64
C 4.22 -0.35 -4.39
C 5.57 -0.56 -4.65
C 6.51 0.33 -4.16
C 6.11 1.44 -3.43
C 4.76 1.64 -3.18
C 0.84 0.81 -4.75
C 1.27 1.76 -5.68
C 0.58 1.96 -6.87
C -0.55 1.21 -7.15
C -0.99 0.26 -6.23
C -0.30 0.07 -5.04
H 2.33 5.39 -2.97
H 1.30 4.60 -4.17
H 2.98 4.08 -3.97
H -0.67 4.36 -1.45
H -0.74 2.68 -0.91
H -0.96 3.07 -2.62
H 2.17 4.35 0.12
H 3.63 3.79 -0.73
H 2.65 2.64 0.20
H 3.49 -1.06 -4.76
H 5.88 -1.41 -5.24
H 7.57 0.16 -4.34
H 6.84 2.14 -3.05
H 4.44 2.50 -2.60
H 2.16 2.35 -5.47
H 0.92 2.71 -7.57
H -1.09 1.35 -8.07
H -1.88 -0.32 -6.44
H -0.67 -0.65 -4.33
C -0.19 -4.14 4.32
N 0.01 -2.85 3.70
C -0.95 -1.81 4.03
C 1.01 -2.61 2.82
O 1.23 -1.56 2.24
H -0.12 -4.05 5.40
H 0.55 -4.85 3.97
H -1.19 -4.52 4.07
H -0.90 -1.59 5.10
H -1.96 -2.13 3.78
H -0.72 -0.92 3.47
H 1.64 -3.50 2.65
```

As for the spin multiplicity: 1. The value obtained for the electronic energy is -7248.38234 Ha.

***

Which value of electronic energy does entry 2 give?
-7889.51841 Ha